1.
{"formula": "C49H97Cl3O24S12", "method": "wB97M-V/def2-TZVPD", "species": ["C", "Cl", "Cl", "Cl", "H", "C", "C", "C", "S", "O", "O", "C", "H", "H", "H", "H", "H", "H", "H", "H", "C", "C", "C", "S", "O", "O", "C", "H", "H", "H", "H", "H", "H", "H", "H", "C", "C", "C", "S", "O", "O", "C", "H", "H", "H", "H", "H", "H", "H", "H", "C", "C", "C", "S", "O", "O", "C", "H", "H", "H", "H", "H", "H", "H", "H", "C", "C", "C", "S", "O", "O", "C", "H", "H", "H", "H", "H", "H", "H", "H", "C", "C", "C", "S", "O", "O", "C", "H", "H", "H", "H", "H", "H", "H", "H", "C", "C", "C", "S", "O", "O", "C", "H", "H", "H", "H", "H", "H", "H", "H", "C", "C", "C", "S", "O", "O", "C", "H", "H", "H", "H", "H", "H", "H", "H", "C", "C", "C", "S", "O", "O", "C", "H", "H", "H", "H", "H", "H", "H", "H", "C", "C", "C", "S", "O", "O", "C", "H", "H", "H", "H", "H", "H", "H", "H", "C", "C", "C", "S", "O", "O", "C", "H", "H", "H", "H", "H", "H", "H", "H", "C", "C", "C", "S", "O", "O", "C", "H", "H", "H", "H", "H", "H", "H", "H"], "positions_angstrom": [[-3.50277, 4.06758, -0.94248], [-4.33040, 5.02992, 0.14978], [-1.78542, 4.45555, -1.04517], [-4.35261, 4.10391, -2.51323], [-3.56601, 3.02128, -0.64839], [3.75671, 6.55911, -4.06346], [4.28019, 5.12749, -4.22450], [3.61464, 4.21768, -3.14029], [2.64145, 5.27729, -2.01864], [2.66789, 4.83714, -0.60778], [1.31374, 5.32927, -2.57054], [3.51404, 6.74252, -2.56935], [2.83753, 6.65250, -4.65674], [4.51440, 7.26682, -4.51091], [5.31918, 5.08879, -3.89166], [4.19118, 4.74036, -5.23791], [4.33776, 3.73232, -2.51017], [2.87914, 3.56118, -3.48557], [4.44109, 6.83807, -1.97493], [2.90454, 7.65375, -2.31391], [-3.05273, -3.73553, 5.24022], [-1.67037, -3.05458, 5.42868], [-1.04926, -2.59214, 4.14261], [-2.54870, -1.93744, 3.34728], [-2.55930, -1.95300, 1.92006], [-2.80541, -0.67580, 3.99998], [-3.77452, -3.15639, 3.99384], [-3.59928, -3.74298, 6.18990], [-2.89731, -4.77330, 4.96730], [-1.02845, -3.90996, 5.80656], [-1.65754, -2.31173, 6.14928], [-0.67830, -3.42816, 3.59570], [-0.38380, -1.73386, 4.20536], [-3.99187, -3.87372, 3.23416], [-4.63898, -2.50955, 4.12152], [-1.17815, 1.39849, 7.13954], [-1.68112, 2.57146, 6.26188], [-0.88175, 2.52669, 4.94326], [0.67563, 1.77902, 5.33531], [1.73759, 2.73042, 5.22253], [0.79913, 0.53002, 4.61390], [0.29055, 1.53287, 7.09096], [-1.51874, 0.43155, 6.82077], [-1.57816, 1.47556, 8.15462], [-1.53815, 3.53691, 6.76604], [-2.72898, 2.39450, 6.04243], [-0.82510, 3.48418, 4.45330], [-1.43852, 1.82279, 4.32662], [0.71231, 2.36519, 7.62299], [0.87467, 0.70726, 7.48587], [1.87479, -3.50339, 2.14464], [3.22823, -3.90653, 2.86561], [4.10683, -2.63908, 2.77730], [3.69239, -1.79437, 1.28244], [4.70515, -1.97967, 0.27256], [3.32066, -0.46025, 1.58521], [2.30386, -2.81407, 0.85843], [1.18160, -2.88420, 2.71094], [1.30496, -4.39198, 1.90960], [3.76115, -4.74968, 2.29776], [2.99861, -4.18181, 3.90160], [5.17014, -2.83551, 2.67679], [3.98972, -2.01373, 3.67119], [2.67409, -3.54201, 0.08521], [1.58891, -2.14594, 0.36339], [6.39261, -1.23723, -3.63713], [5.50577, -2.02377, -2.66741], [4.07262, -1.53327, -2.80944], [4.19504, 0.18101, -3.42658], [3.75577, 1.08784, -2.41029], [3.54587, 0.24156, -4.74378], [6.03204, 0.24885, -3.57242], [6.35176, -1.58498, -4.68255], [7.49594, -1.44666, -3.39310], [5.80722, -1.95492, -1.61892], [5.65177, -3.09059, -2.95977], [3.48478, -1.48397, -1.85495], [3.55891, -2.08232, -3.63906], [6.41162, 0.77165, -2.73048], [6.17239, 0.81040, -4.48526], [1.19067, -2.56682, -4.80325], [1.94525, -3.93062, -4.96477], [0.95968, -5.03189, -4.42162], [0.32228, -4.26095, -2.91221], [1.28789, -4.54363, -1.85850], [-1.07176, -4.49938, -2.63014], [0.46556, -2.60270, -3.48833], [0.51070, -2.41902, -5.62114], [1.93121, -1.75847, -4.86712], [2.82074, -3.82961, -4.32617], [2.22658, -4.14866, -5.98958], [1.52375, -5.99231, -4.20411], [0.15744, -5.34881, -5.10464], [0.99225, -2.12244, -2.69124], [-0.57133, -2.24373, -3.57626], [5.44115, 2.20233, 1.68776], [6.28584, 3.43690, 1.85246], [7.34644, 3.36203, 0.79647], [6.34950, 3.09349, -0.67130], [7.03569, 2.22872, -1.59853], [5.94391, 4.38270, -1.19910], [4.96631, 2.25484, 0.24903], [4.63766, 2.26445, 2.43130], [6.02770, 1.27227, 1.91167], [6.71568, 3.37646, 2.83641], [5.74184, 4.36946, 1.74396], [8.06541, 2.50519, 0.89906], [7.90523, 4.28616, 0.71230], [4.93110, 1.27150, -0.12428], [4.06502, 2.82798, 0.12200], [-3.68588, -7.06783, -0.15758], [-3.81501, -5.70744, -0.76095], [-2.95279, -4.64739, 0.06198], [-2.24429, -5.52271, 1.40067], [-3.24423, -5.61026, 2.45943], [-0.85836, -5.09049, 1.73576], [-2.34422, -7.09113, 0.59081], [-3.55746, -7.94147, -0.75723], [-4.46375, -7.21298, 0.55213], [-4.82569, -5.35920, -0.81637], [-3.45451, -5.66489, -1.83173], [-3.51771, -3.79296, 0.46057], [-2.16521, -4.25373, -0.52351], [-2.41577, -7.83465, 1.37112], [-1.51393, -7.26735, -0.07792], [-0.58175, 2.93275, -4.41540], [-1.47855, 3.87502, -5.15997], [-2.72689, 3.10900, -5.67217], [-2.32585, 1.39821, -5.39560], [-2.57400, 0.70827, -6.62965], [-3.00276, 1.00887, -4.19455], [-0.61778, 1.54983, -4.97890], [-0.96251, 2.88992, -3.39098], [0.42806, 3.32191, -4.32916], [-0.88170, 4.21145, -6.04590], [-1.58716, 4.71968, -4.51525], [-2.88402, 3.21366, -6.75408], [-3.64662, 3.24082, -5.04579], [-0.09367, 1.46341, -5.93487], [-0.36055, 0.76739, -4.29002], [-6.97790, 1.17910, 2.79910], [-6.62810, 1.07846, 4.36128], [-5.29225, 1.76986, 4.54925], [-4.80288, 2.62272, 3.01316], [-3.90211, 1.68778, 2.32005], [-4.37466, 4.03150, 3.11292], [-6.46112, 2.46865, 2.31045], [-8.01678, 1.06372, 2.57284], [-6.51649, 0.40356, 2.20737], [-6.51670, 0.03501, 4.67986], [-7.40100, 1.52052, 4.94530], [-4.57959, 0.96698, 4.62223], [-5.27059, 2.52800, 5.28938], [-6.48876, 2.54495, 1.22248], [-6.99379, 3.32718, 2.78540], [-3.35989, -1.40262, -1.98231], [-3.87456, 0.00023, -1.52959], [-4.58186, -0.22412, -0.23521], [-5.57765, -1.67326, -0.52651], [-6.85328, -1.26660, -1.03755], [-5.52737, -2.69862, 0.54974], [-4.60277, -2.23193, -1.96808], [-2.73087, -1.75434, -1.14023], [-2.93839, -1.41723, -3.01629], [-4.51154, 0.48621, -2.27027], [-3.10297, 0.77685, -1.32232], [-5.23225, 0.53681, 0.25175], [-3.86708, -0.50479, 0.49655], [-5.24309, -2.04758, -2.82626], [-4.41784, -3.24953, -1.75174], [-0.63661, 1.62800, 1.20836], [0.69922, 2.37644, 0.92430], [1.01776, 2.10216, -0.61706], [0.25533, 0.45106, -0.92514], [1.28973, -0.54813, -1.16607], [-0.74968, 0.57152, -1.98495], [-0.35094, 0.17618, 0.78365], [-1.51326, 2.02235, 0.59208], [-0.86915, 1.68392, 2.26096], [1.51937, 1.99247, 1.54118], [0.66634, 3.46825, 1.04541], [2.06121, 1.92564, -0.70458], [0.68319, 2.86531, -1.31395], [0.53683, -0.19204, 1.35738], [-1.15696, -0.52447, 0.75247]], "lowdin_charge": [-1.587, 0.650, 0.626, 0.563, -0.010, -0.221, -0.179, -0.205, 0.686, -0.332, -0.347, -0.242, 0.114, 0.132, 0.107, 0.115, 0.045, 0.065, 0.112, 0.122, -0.173, -0.227, -0.201, 0.682, -0.321, -0.324, -0.174, 0.115, 0.096, 0.137, 0.075, 0.066, 0.089, 0.050, 0.095, -0.221, -0.180, -0.220, 0.661, -0.318, -0.322, -0.238, 0.104, 0.122, 0.125, 0.095, 0.114, 0.078, 0.103, 0.109, -0.192, -0.167, -0.241, 0.635, -0.324, -0.298, -0.231, 0.090, 0.082, 0.140, 0.107, 0.095, 0.112, 0.117, 0.076, -0.224, -0.224, -0.202, 0.703, -0.327, -0.347, -0.189, 0.112, 0.137, 0.087, 0.126, 0.089, 0.077, 0.039, 0.102, -0.199, -0.181, -0.209, 0.677, -0.321, -0.332, -0.232, 0.111, 0.090, 0.090, 0.111, 0.119, 0.104, 0.063, 0.109, -0.218, -0.255, -0.234, 0.716, -0.331, -0.332, -0.180, 0.125, 0.138, 0.114, 0.128, 0.128, 0.104, 0.064, 0.082, -0.210, -0.173, -0.223, 0.726, -0.326, -0.339, -0.230, 0.111, 0.106, 0.096, 0.126, 0.066, 0.061, 0.105, 0.113, -0.265, -0.206, -0.207, 0.642, -0.323, -0.315, -0.218, 0.080, 0.109, 0.127, 0.097, 0.102, 0.070, 0.118, 0.080, -0.202, -0.155, -0.221, 0.698, -0.346, -0.378, -0.259, 0.112, 0.098, 0.113, 0.098, 0.071, 0.087, 0.109, 0.126, -0.186, -0.234, -0.247, 0.707, -0.327, -0.353, -0.208, 0.117, 0.124, 0.109, 0.098, 0.100, 0.062, 0.116, 0.057, -0.205, -0.167, -0.180, 0.739, -0.364, -0.328, -0.182, 0.107, 0.077, 0.108, 0.107, 0.048, 0.061, 0.110, 0.064], "total_energy_ha": -9889.6680, "e_lumo_ev": 0.27, "homo_ev": -9.651, "max_force_ev_per_a": 3.62, "gap_ev": 9.9}

***

2.
{"formula": "C28H25BrClF16INO6", "method": "wB97M-V/def2-TZVPD", "species": ["C", "C", "C", "Cl", "C", "C", "C", "C", "O", "Br", "C", "C", "O", "O", "C", "C", "I", "N", "C", "O", "C", "C", "C", "C", "C", "C", "H", "H", "H", "H", "H", "H", "H", "H", "H", "H", "H", "H", "H", "H", "H", "H", "H", "C", "C", "C", "F", "F", "F", "F", "O", "C", "C", "F", "F", "F", "F", "H", "H", "H", "H", "C", "C", "C", "F", "F", "F", "F", "O", "C", "C", "F", "F", "F", "F", "H", "H", "H", "H"], "positions_angstrom": [[3.76394, -3.25534, -1.33215], [3.97867, -2.45099, -2.74423], [2.61969, -1.50221, -2.97482], [2.84465, -0.30248, -4.42222], [2.13638, -0.71323, -1.62355], [3.24834, 0.35090, -0.96736], [4.76096, 0.61018, -1.53384], [5.90644, -0.23007, -0.65138], [5.70311, -0.61916, 0.61014], [7.65505, -0.71146, -1.57921], [2.85811, 1.25578, 0.38581], [3.87492, 2.31871, 1.11226], [4.30072, 3.47956, 0.57186], [4.35885, 2.00266, 2.49121], [1.36458, 1.04888, 1.01852], [0.36794, -0.05860, 0.29602], [-1.63066, -0.19906, 1.27995], [0.75839, -0.88570, -0.94395], [-0.21046, -1.91648, -1.56069], [-0.90919, -1.41559, -2.75444], [-2.37136, -1.37568, -2.49889], [-3.04905, 0.13573, -2.36403], [-4.68704, 0.17162, -2.05316], [-5.60833, -1.18944, -1.86775], [-4.92402, -2.67391, -2.01797], [-3.31611, -2.73967, -2.33120], [3.97463, -2.61273, -0.37720], [2.60528, -3.53922, -1.28626], [4.33016, -4.29798, -1.34349], [4.97760, -1.84982, -2.83189], [3.98009, -3.21794, -3.65904], [1.81941, -2.27702, -3.40496], [5.03992, 1.75375, -1.36618], [4.95009, 0.31999, -2.64651], [3.77484, 1.28259, 2.90485], [1.02159, 1.68102, 1.95550], [0.48258, -2.86046, -1.79644], [-1.01366, -2.31109, -0.81081], [-2.45737, 1.14140, -2.47863], [-5.23795, 1.21926, -1.96975], [-6.77432, -1.17099, -1.62783], [-5.58927, -3.63195, -1.87837], [-2.80245, -3.80135, -2.42004], [-8.75646, 3.39318, -3.52780], [-8.10419, 2.11046, -2.99029], [-9.08054, 1.08552, -2.42695], [-9.76377, 1.56431, -1.36157], [-8.41639, -0.01711, -1.98721], [-7.15261, 2.44108, -2.07630], [-7.43010, 1.53139, -4.03348], [-8.74079, 4.51480, -2.64228], [-9.82730, 4.58154, -1.71998], [-9.36383, 4.54019, -0.25867], [-8.71604, 3.38089, 0.02311], [-10.42133, 4.60822, 0.59281], [-10.72989, 3.61627, -2.01441], [-10.44895, 5.76426, -1.97178], [-8.14938, 3.71517, -4.38289], [-9.75155, 3.21491, -3.95266], [-9.79791, 0.75891, -3.18448], [-8.68666, 5.36903, -0.03731], [7.71850, -1.59007, 4.40319], [6.54358, -2.55015, 4.16331], [5.30937, -1.90648, 3.54402], [4.77946, -0.94965, 4.34073], [4.32920, -2.83121, 3.35850], [6.23883, -3.18451, 5.32733], [6.98790, -3.52918, 3.31358], [7.84951, -1.09126, 5.73603], [7.08761, 0.07885, 6.02917], [6.07070, -0.14619, 7.15486], [5.16321, -1.09865, 6.81976], [5.36443, 0.98680, 7.41080], [6.52046, 0.54548, 4.89175], [7.99299, 1.01948, 6.40885], [8.63359, -2.17302, 4.24140], [7.76986, -0.79020, 3.65481], [5.53555, -1.46478, 2.56990], [6.56727, -0.46072, 8.07629]], "lowdin_charge": [-0.104, -0.225, -0.564, 0.558, -0.001, 0.025, -0.124, -0.582, -0.103, 0.669, 0.049, -0.241, 0.022, 0.027, 0.002, -0.448, 0.902, -0.021, -0.182, -0.142, -0.177, -0.003, -0.027, -0.036, -0.045, -0.005, 0.078, 0.079, 0.109, 0.077, 0.140, 0.122, 0.149, 0.086, 0.126, 0.125, 0.147, 0.112, 0.099, 0.080, 0.086, 0.098, 0.099, -0.052, -0.428, -0.279, 0.092, 0.058, 0.103, 0.099, 0.032, -0.477, -0.265, 0.085, 0.099, 0.125, 0.143, 0.153, 0.150, 0.180, 0.176, -0.051, -0.425, -0.296, 0.074, 0.086, 0.129, 0.105, 0.036, -0.477, -0.263, 0.087, 0.094, 0.116, 0.143, 0.153, 0.147, 0.130, 0.178], "total_energy_ha": -6516.9241, "charge": 1, "e_lumo_ev": -5.40, "homo_ev": -11.072, "max_force_ev_per_a": 9.48, "gap_ev": 5.7}

***

3.
{"formula": "C4H9NO", "method": "wB97M-V/def2-TZVPD", "species": ["C", "C", "C", "N", "C", "O", "H", "H", "H", "H", "H", "H", "H", "H", "H"], "positions_angstrom": [[-1.61199, -0.49739, 0.89864], [-0.62882, -0.58311, -0.24493], [0.70113, 0.07785, 0.07880], [0.53779, 1.50623, 0.18264], [1.69463, -0.27430, -1.00855], [2.63458, -1.00800, -0.86726], [-1.30755, -1.16846, 1.72023], [-1.69876, 0.52309, 1.29842], [-2.62605, -0.81467, 0.60439], [-0.48037, -1.63502, -0.49554], [-1.05466, -0.10413, -1.13362], [1.06853, -0.32524, 1.02721], [-0.17044, 1.93302, -0.38676], [1.39182, 2.02906, 0.25601], [1.55015, 0.34106, -1.92969]], "lowdin_charge": [-0.114, -0.237, -0.410, 0.053, -0.250, 0.063, 0.081, 0.072, 0.075, 0.118, 0.115, 0.149, 0.077, 0.078, 0.130], "total_energy_ha": -287.7874, "e_lumo_ev": 1.03, "smiles": "CC[C@H](N)C=O", "homo_ev": -9.200, "max_force_ev_per_a": 0.99, "gap_ev": 10.2}

***

4.
{"formula": "C4H9BrP2", "method": "wB97M-V/def2-TZVPD", "species": ["C", "C", "C", "C", "P", "P", "Br", "H", "H", "H", "H", "H", "H", "H", "H", "H"], "positions_angstrom": [[0.42488, -0.32370, 1.10595], [-0.38440, -1.49794, 0.63590], [-0.78420, -0.06313, -1.87116], [1.15068, 0.31836, 0.04318], [-1.67317, -0.95834, -0.68928], [1.30752, 2.08055, -0.15232], [-2.63360, 0.80367, 0.38161], [-0.17321, 0.32786, 1.70140], [1.32110, -0.76530, 1.51146], [0.35915, -2.33532, 0.15756], [-1.04153, -1.83442, 1.46199], [-1.19272, 0.66046, -2.48509], [-0.17423, -0.83632, -2.49886], [1.62476, -0.56145, -0.57802], [1.91931, 2.50662, 1.12766], [-0.05036, 2.47840, 0.14802]], "lowdin_charge": [-0.458, -0.421, -0.367, -0.518, 0.522, 0.728, 0.232, 0.059, 0.116, 0.138, 0.065, -0.030, 0.049, 0.104, -0.095, -0.123], "total_energy_ha": -3414.3748, "e_lumo_ev": [-0.16, -0.63], "homo_ev": [-8.028, -8.035], "max_force_ev_per_a": 4.44, "gap_ev": [7.9, 7.4]}

***

5.
{"formula": "C4H5DyLiO2", "method": "wB97M-V/def2-TZVPD", "species": ["C", "C", "C", "C", "O", "O", "Li", "Dy", "H", "H", "H", "H", "H"], "positions_angstrom": [[1.04477, -0.77911, -0.86183], [0.14683, 0.35746, -1.17605], [-0.83853, 0.78728, -0.21401], [-0.89706, 0.39790, 1.12048], [-1.94134, 0.45640, 1.84299], [2.26581, -0.55727, -0.55144], [3.84288, 0.22172, -0.68637], [-3.25327, -0.84635, 3.80094], [-0.30784, -0.87440, -1.54322], [0.89684, -1.84892, -1.12588], [0.68643, 1.19986, -1.62837], [-1.70015, 1.33574, -0.60635], [0.05462, 0.14968, 1.62911]], "lowdin_charge": [-0.487, -0.166, -0.034, -0.270, -0.371, -0.314, 0.818, 1.112, 0.223, 0.104, 0.122, 0.128, 0.136], "spin_multiplicity": 6, "total_energy_ha": -1197.9416, "charge": 1, "e_lumo_ev": [-3.08, -4.61], "homo_ev": [-8.271, -11.824], "max_force_ev_per_a": 3.78, "gap_ev": [5.2, 7.2]}